52
Properties=species:S:1:pos:R:3:mulliken_charge:R:1 method="wB97M-V/def2-TZVPD" charge=+1 smiles=c1cc2c(cc1CN1CC[NH+](C3CCCCCC3)CC1)OCO2 lumo_ev=-2.37 orbital_gap_ha=0.316 de_lowest_kj_mol=177.2 e_homo_ev=-11.0
C -3.15 -0.32 -1.23 -0.7285
C -2.99 -0.77 0.07 1.1235
C -2.78 0.15 1.11 -0.9699
C -2.70 1.48 0.77 0.9611
C -2.84 1.92 -0.55 0.8070
C -3.07 1.03 -1.57 -0.8221
H -3.21 1.36 -2.58 0.4901
O -2.70 3.27 -0.59 -0.4795
C -2.55 3.69 0.75 -0.3648
O -2.47 2.55 1.58 -0.5146
H -1.63 4.28 0.84 0.2768
H -3.41 4.31 1.04 0.2939
H -2.70 -0.16 2.14 0.4250
C -3.00 -2.25 0.38 -1.8140
N -1.71 -2.92 0.34 0.3740
C -1.06 -3.03 -0.93 -1.1014
C -0.19 -1.80 -1.28 -0.1781
N 0.80 -1.57 -0.20 0.0257
H 1.35 -2.43 -0.12 0.4753
C 0.10 -1.39 1.09 -0.0302
C -0.77 -2.63 1.38 -1.3457
H -1.30 -2.48 2.32 0.4475
H -0.11 -3.51 1.50 0.3264
H -0.54 -0.51 1.03 -0.1654
H 0.84 -1.25 1.88 0.5791
C 1.78 -0.46 -0.52 0.7135
C 1.13 0.91 -0.38 -0.3685
H 1.02 1.19 0.67 0.3344
H 0.13 0.90 -0.82 -0.0625
C 1.93 2.00 -1.11 -1.1591
H 1.73 1.94 -2.18 0.3596
H 1.58 2.97 -0.76 0.4323
C 3.44 1.90 -0.90 -0.7006
H 3.84 1.07 -1.48 0.2778
H 3.89 2.81 -1.31 0.4621
C 3.88 1.78 0.56 -0.7973
H 4.97 1.80 0.57 0.3379
H 3.53 2.65 1.11 0.3086
C 3.40 0.50 1.28 -0.6398
H 2.55 0.73 1.93 0.2674
H 4.20 0.16 1.94 0.5358
C 3.05 -0.65 0.35 -1.6052
H 2.94 -1.55 0.96 0.5039
H 3.90 -0.83 -0.31 0.5027
H 2.04 -0.60 -1.57 0.5161
H -0.83 -0.92 -1.38 -0.0063
H 0.34 -1.97 -2.22 0.5468
H -1.80 -3.17 -1.72 0.4885
H -0.42 -3.92 -0.91 0.2897
H -3.65 -2.77 -0.33 0.4693
H -3.41 -2.42 1.38 0.4443
H -3.35 -1.04 -2.02 0.4573



81
Properties=species:S:1:pos:R:3:mulliken_charge:R:1 method="wB97M-V/def2-TZVPD" charge=+4 lumo_ev=-14.90 orbital_gap_ha=0.074 de_lowest_kj_mol=1497.7 e_homo_ev=-16.9
Be 31.54 10.57 -19.54 0.7891
Be 25.32 9.16 -15.80 0.8439
Be 30.23 3.90 -17.65 0.7848
C 29.34 8.02 -16.87 0.8934
O 28.91 9.17 -17.08 -0.4283
O 30.48 7.70 -17.20 -0.4317
O 28.60 7.10 -16.50 -0.4218
C 19.62 8.80 -14.05 -1.3263
C 21.15 8.63 -14.09 0.2460
C 21.75 7.43 -13.32 -0.8208
O 23.18 7.42 -13.34 -0.1899
C 23.72 6.11 -13.15 -0.7880
N 21.60 8.53 -15.53 -0.4552
H 19.21 9.58 -14.68 0.4503
H 19.48 9.31 -13.10 0.3893
H 19.04 7.90 -14.25 0.3713
H 21.66 9.53 -13.75 0.2845
H 21.26 6.51 -13.63 0.4244
H 21.41 7.55 -12.30 0.3943
H 23.51 5.82 -12.12 0.3614
H 24.80 6.26 -13.16 0.2635
H 23.34 5.25 -13.71 0.3499
H 21.04 7.80 -15.96 0.2973
H 21.27 9.39 -15.94 0.3151
C 30.41 15.33 -16.05 -1.3577
C 30.08 14.14 -17.03 0.0403
C 28.97 14.51 -18.00 -0.7313
O 28.72 13.35 -18.78 -0.2776
C 27.81 13.63 -19.89 -0.7157
N 31.31 13.96 -17.71 -0.4513
H 31.22 14.96 -15.42 0.4858
H 29.54 15.67 -15.49 0.3428
H 30.81 16.20 -16.57 0.4065
H 29.94 13.22 -16.45 0.2633
H 29.30 15.37 -18.59 0.4343
H 28.05 14.85 -17.51 0.3978
H 28.07 12.94 -20.70 0.2349
H 27.98 14.68 -20.11 0.3266
H 26.73 13.68 -19.73 0.2894
H 31.90 14.15 -16.91 0.2766
H 31.46 14.81 -18.23 0.3115
C 35.84 4.32 -15.64 -1.4007
C 34.60 4.33 -16.62 0.2837
C 34.69 3.13 -17.55 -0.7769
O 33.78 3.20 -18.60 -0.2758
C 34.08 2.57 -19.85 -0.6927
N 33.47 4.02 -15.72 -0.4980
H 35.77 5.23 -15.04 0.3870
H 36.84 4.20 -16.06 0.3725
H 35.83 3.51 -14.92 0.4933
H 34.43 5.23 -17.22 0.3712
H 34.72 2.21 -16.97 0.3031
H 35.67 3.20 -18.04 0.4386
H 33.22 2.51 -20.51 0.2588
H 34.42 1.56 -19.65 0.3342
H 34.83 3.21 -20.33 0.3245
H 33.41 4.92 -15.26 0.3001
H 33.97 3.52 -15.00 0.3151
C 25.57 14.79 -12.95 -1.4200
C 25.76 13.30 -13.28 0.3724
C 25.66 12.34 -12.04 -0.8020
O 26.08 11.08 -12.63 -0.1401
C 27.09 10.37 -11.96 -0.6726
N 24.88 12.85 -14.34 -0.3958
H 24.72 14.91 -12.27 0.3903
H 25.43 15.38 -13.85 0.3997
H 26.35 15.27 -12.36 0.3928
H 26.82 13.27 -13.54 0.2079
H 24.61 12.40 -11.76 0.3368
H 26.26 12.64 -11.18 0.3939
H 27.73 9.83 -12.65 0.2195
H 26.59 9.53 -11.49 0.3054
H 27.66 10.97 -11.24 0.3286
H 23.95 13.11 -14.04 0.3220
H 25.01 13.45 -15.13 0.3184
C 34.70 9.83 -15.92 -0.5227
O 34.75 10.01 -17.26 -0.5012
H 33.71 9.70 -15.50 0.2219
H 35.30 8.95 -15.68 0.1997
H 35.22 10.57 -15.31 0.3156
H 35.61 10.19 -17.66 0.3194



21
Properties=species:S:1:pos:R:3:lowdin_spin:R:1 method="wB97M-V/def2-TZVPD" charge=-1 lumo_ev="2.36 / 2.43" spin_multiplicity=2 orbital_gap_ha="0.093 / 0.254" de_lowest_kj_mol=113.3 e_homo_ev="-0.2 / -4.5"
C -0.67 -5.05 -2.02 0.0441
N 0.28 -4.00 -1.70 0.3519
O 1.01 -4.19 -0.81 0.2469
O 0.20 -2.88 -2.20 0.1979
H -1.61 -5.05 -1.46 0.0294
H -0.08 -5.96 -1.87 0.0050
H -0.73 -5.04 -3.11 0.0042
C 1.31 -0.38 0.00 0.0092
N 0.77 0.69 0.86 0.0404
O 1.55 1.21 1.63 0.0363
O -0.37 1.13 0.58 0.0194
H 0.78 -1.29 0.27 0.0089
H 2.38 -0.52 0.17 0.0007
H 1.22 0.01 -1.01 0.0021
C -1.31 4.03 1.17 0.0006
N -0.45 4.94 1.89 0.0010
O 0.35 4.52 2.72 0.0006
O -0.47 6.12 1.49 0.0010
H -1.70 3.70 2.14 0.0002
H -0.51 3.40 0.78 0.0004
H -1.92 4.61 0.48 0.0000



14
Properties=species:S:1:pos:R:3:mulliken_charge:R:1 method="wB97M-V/def2-TZVPD" charge=0 smiles="C=C(C=C=O)C(C)=O" lumo_ev=-0.47 orbital_gap_ha=0.284 de_lowest_kj_mol=269.2 e_homo_ev=-8.2
C -1.03 1.51 -0.36 -1.2145
C 2.00 0.04 -0.27 0.5895
C 0.07 0.77 0.34 0.7681
C 1.39 -1.18 -0.08 -0.9148
C -1.07 -1.57 0.44 -0.9663
C 0.08 -0.91 0.29 0.6190
O 2.97 0.66 -0.50 -0.3944
O 0.81 1.30 1.15 -0.4987
H 1.81 -2.13 -0.36 0.4297
H -0.58 2.28 -1.00 0.3207
H -1.67 0.86 -0.95 0.3747
H -1.64 2.04 0.37 0.3269
H -1.24 -2.52 -0.05 0.2510
H -1.91 -1.16 0.99 0.3091



8
Properties=species:S:1:pos:R:3:mulliken_charge:R:1 method="wB97M-V/def2-TZVPD" charge=0 smiles="O=C(C=S)C=S" lumo_ev=-1.70 orbital_gap_ha=0.276 de_lowest_kj_mol=180.0 e_homo_ev=-9.2
C -1.26 0.39 -0.46 -0.2517
C -0.03 1.07 0.04 0.6500
C 1.15 0.27 0.54 -0.3072
H -1.68 0.90 -1.31 0.3176
H 1.53 0.58 1.50 0.3083
O 0.03 2.27 -0.01 -0.4529
S -1.90 -0.98 0.16 -0.1287
S 1.95 -0.90 -0.21 -0.1355



95
Properties=species:S:1:pos:R:3:lowdin_spin:R:1 method="wB97M-V/def2-TZVPD" charge=+2 lumo_ev="-4.56 / -6.90" spin_multiplicity=5 orbital_gap_ha="0.294 / 0.213" de_lowest_kj_mol=0.0 e_homo_ev="-12.6 / -12.7"
Os -0.34 -0.01 -0.74 2.2590
C -2.09 -2.20 -2.39 0.0292
N -0.99 -3.04 -1.93 0.0197
C -0.37 -3.85 -2.99 0.0027
C -0.51 -2.99 -0.69 0.0267
N -0.60 -1.85 0.04 0.0657
C -0.89 -2.01 1.45 0.0049
C -1.88 -2.90 1.75 0.0023
C -2.24 -3.21 3.07 0.0003
C -1.60 -2.58 4.09 0.0012
C -0.62 -1.59 3.83 0.0004
C -0.07 -0.90 4.93 0.0036
C 0.79 0.14 4.73 0.0005
C 1.13 0.50 3.42 0.0068
C 0.69 -0.19 2.32 0.0077
N 1.06 0.31 1.03 0.1229
C 2.26 0.83 0.85 0.0174
N 3.36 0.45 1.53 0.0127
C 4.31 1.42 2.08 0.0015
C 3.51 -0.91 2.04 0.0012
N 2.45 1.80 -0.08 0.0031
C 3.76 1.99 -0.73 0.0005
C 1.36 2.55 -0.65 0.0016
C -0.23 -1.28 2.49 0.0037
N 0.05 -4.09 -0.18 0.0137
C 1.02 -4.03 0.91 0.0019
C -0.44 -5.44 -0.49 0.0018
H -2.80 -2.82 -2.93 0.0019
H -1.73 -1.42 -3.07 0.0107
H -2.60 -1.75 -1.54 0.0059
H -0.11 -3.20 -3.82 0.0009
H -1.05 -4.62 -3.35 0.0005
H 0.54 -4.32 -2.62 0.0001
H -2.40 -3.39 0.93 0.0004
H -3.02 -3.93 3.27 0.0000
H -1.85 -2.80 5.13 0.0000
H -0.37 -1.18 5.93 0.0002
H 1.18 0.71 5.57 0.0000
H 1.77 1.37 3.27 0.0004
H 3.96 2.44 1.91 0.0000
H 5.30 1.31 1.64 0.0005
H 4.38 1.27 3.15 0.0003
H 2.91 -1.59 1.44 0.0001
H 3.22 -0.99 3.09 0.0004
H 4.56 -1.19 1.95 0.0004
H 4.33 1.06 -0.71 0.0002
H 4.34 2.78 -0.25 0.0001
H 3.61 2.27 -1.77 -0.0002
H 0.16 2.39 1.01 0.0008
H 0.14 2.38 -2.32 0.0043
H 1.80 3.39 -1.17 -0.0004
H 1.44 -3.03 0.98 0.0002
H 1.82 -4.74 0.71 0.0005
H 0.56 -4.29 1.87 0.0004
H -1.32 -5.39 -1.12 0.0001
H -0.70 -5.94 0.44 0.0006
H 0.33 -6.03 -0.99 0.0001
C -2.55 5.79 -0.77 0.0000
C -2.65 5.05 0.40 0.0008
C -1.65 4.14 0.74 0.0014
C -0.54 3.97 -0.09 0.0009
C -0.45 4.72 -1.26 0.0004
C -1.45 5.62 -1.59 0.0016
N 0.45 3.05 0.30 0.0027
N 0.62 1.71 -1.72 0.0121
C 1.44 0.76 -2.48 0.0512
C 2.23 0.99 -3.58 -0.0075
C 3.01 -0.08 -4.03 0.0492
C 2.97 -1.31 -3.37 -0.0016
C 2.11 -1.53 -2.30 0.0441
C 1.29 -0.48 -1.87 0.0358
H -3.33 6.51 -1.02 0.0000
H -3.50 5.17 1.06 0.0000
H -1.72 3.57 1.66 0.0003
H 0.41 4.62 -1.92 0.0000
H -1.37 6.20 -2.50 0.0001
H 2.27 1.96 -4.07 -0.0013
H 3.65 0.05 -4.89 0.0026
H 3.62 -2.12 -3.71 -0.0006
H 2.07 -2.50 -1.83 0.0020
C -2.62 0.96 1.97 0.0574
C -3.10 1.08 0.58 0.3218
C -4.42 1.50 0.19 0.1198
C -4.43 1.58 -1.16 0.1183
C -3.11 1.19 -1.60 0.3092
C -2.63 1.21 -3.00 0.0711
N -2.33 0.86 -0.53 0.0798
H -3.04 1.77 2.57 0.0091
H -1.54 0.99 2.04 0.0045
H -2.96 0.02 2.42 0.0213
H -5.23 1.74 0.88 0.0023
H -5.24 1.89 -1.80 0.0019
H -2.65 2.24 -3.37 0.0181
H -3.30 0.63 -3.64 0.0140
H -1.62 0.82 -3.09 0.0149



34
Properties=species:S:1:pos:R:3:lowdin_spin:R:1 method="wB97M-V/def2-TZVPD" charge=0 lumo_ev="-1.19 / -5.30" spin_multiplicity=5 orbital_gap_ha="0.170 / 0.145" de_lowest_kj_mol=0.0 e_homo_ev="-5.8 / -9.2"
In 0.52 -0.81 -4.59 0.0701
Cl 1.15 1.10 -3.34 0.2664
C -0.90 -0.20 -6.24 0.0167
C 2.39 -1.03 -5.77 0.0204
H -0.77 -0.73 -7.20 0.0012
H -1.94 -0.34 -5.91 -0.0002
H -0.74 0.88 -6.42 0.0016
H 2.32 -1.54 -6.74 0.0012
H 3.12 -1.55 -5.14 -0.0003
H 2.76 -0.01 -5.95 0.0024
Pt -0.24 -0.50 -0.68 0.9957
C -1.68 0.73 -1.47 0.1437
C -0.14 -1.53 -2.26 0.6672
H -1.95 0.49 -2.50 0.0184
H -2.58 0.67 -0.84 0.0097
H -1.36 1.77 -1.43 0.0062
H 0.53 -2.41 -2.36 0.0600
H -1.03 -1.62 -2.93 0.0580
O 0.80 -1.02 1.14 0.4835
C 0.18 -0.03 1.66 0.2485
O -0.52 0.70 0.85 0.2009
C 0.17 0.25 3.14 0.1260
C -0.73 1.21 3.66 0.1061
C -0.81 1.44 5.03 0.0142
C 0.06 0.73 5.89 0.1652
C 0.96 -0.21 5.37 0.0152
C 1.02 -0.44 3.99 0.1042
N -0.27 0.68 7.29 0.0409
O -1.22 1.36 7.69 0.0722
O 0.42 -0.06 8.03 0.0725
H -1.38 1.75 2.97 0.0059
H -1.51 2.17 5.44 -0.0003
H 1.65 -0.72 6.04 -0.0002
H 1.72 -1.16 3.59 0.0068



55
Properties=species:S:1:pos:R:3:lowdin_spin:R:1 method="wB97M-V/def2-TZVPD" charge=0 lumo_ev="-0.49 / -0.57" spin_multiplicity=6 orbital_gap_ha="0.254 / 0.255" e_homo_ev="-7.4 / -7.5"
Mn 0.81 -0.94 -0.45 4.5561
C -3.44 -1.45 -2.22 0.0006
C -3.22 -0.17 -1.48 0.0023
N -4.21 0.69 -1.40 0.0014
C -4.03 1.83 -0.70 0.0033
C -2.86 2.14 -0.05 0.0012
C -2.80 3.43 0.73 0.0001
O -2.68 3.22 2.14 0.0003
C -1.76 1.25 -0.12 0.0057
C -0.57 1.59 0.60 0.0113
N 0.64 1.16 0.40 0.0383
C 1.69 1.75 1.11 0.0041
C 1.59 3.05 1.65 0.0018
C 2.59 3.62 2.40 0.0002
C 3.78 2.93 2.62 0.0011
C 3.95 1.69 2.04 0.0023
C 2.93 1.12 1.30 0.0073
I 3.45 -0.75 0.37 0.0614
C -1.95 0.04 -0.86 0.0113
O -1.06 -0.87 -0.95 0.0768
H -4.43 -1.45 -2.68 0.0000
H -3.36 -2.30 -1.54 0.0001
H -2.68 -1.58 -2.99 0.0002
H -4.87 2.51 -0.68 0.0002
H -3.69 4.03 0.52 0.0000
H -1.92 4.02 0.45 0.0000
H -3.35 2.58 2.40 0.0000
H -0.71 2.31 1.40 0.0015
H 0.70 3.62 1.44 0.0003
H 2.45 4.61 2.80 0.0000
H 4.57 3.36 3.22 0.0001
H 4.88 1.15 2.15 0.0015
Cl -0.15 -6.89 3.75 0.0016
C 0.04 -5.34 3.01 0.0058
C 0.37 -5.25 1.67 -0.0003
C 0.50 -4.00 1.11 0.0074
Cl 0.92 -3.82 -0.57 0.0363
C 0.32 -2.80 1.83 0.0112
O 0.44 -1.64 1.27 0.0685
C 0.00 -2.95 3.20 0.0064
Cl -0.22 -1.52 4.13 0.0017
C -0.14 -4.20 3.78 -0.0009
H 0.52 -6.14 1.07 0.0001
H -0.40 -4.28 4.82 -0.0001
C 1.76 0.38 -5.02 0.0077
C 2.20 1.17 -3.97 -0.0001
C 1.97 0.77 -2.67 0.0122
N 1.35 -0.37 -2.36 0.0330
C 0.91 -1.13 -3.38 0.0150
C 1.10 -0.80 -4.70 0.0001
H 1.93 0.66 -6.05 0.0004
H 2.72 2.11 -4.16 0.0000
H 2.31 1.37 -1.84 0.0009
H 0.39 -2.04 -3.10 0.0023
H 0.72 -1.45 -5.47 -0.0001



10
Properties=species:S:1:pos:R:3:mulliken_charge:R:1 method="wB97M-V/def2-TZVPD" charge=0 smiles="O=[SiH2].CO" lumo_ev=-0.53 orbital_gap_ha=0.366 de_lowest_kj_mol=397.9 e_homo_ev=-10.5
C 1.64 -0.28 0.63 -0.2887
O 2.07 0.39 -0.49 -0.4777
O -3.73 -0.42 0.00 -0.4006
Si -2.44 0.07 -0.52 0.5369
H 0.69 -0.78 0.42 0.1003
H 1.47 0.50 1.52 0.1881
H 1.40 0.85 -0.98 0.2796
H 2.57 -0.93 0.90 0.1984
H -2.42 0.86 -1.76 -0.0563
H -1.23 -0.26 0.28 -0.0800



24
Properties=species:S:1:pos:R:3:mulliken_charge:R:1 method="wB97M-V/def2-TZVPD" charge=0 smiles=Cc1ccccc1.CCO lumo_ev=0.86 orbital_gap_ha=0.357 de_lowest_kj_mol=120.5 e_homo_ev=-8.9
C 2.32 2.57 0.18 -0.2435
C 2.88 1.29 0.88 -0.9616
O 0.89 2.42 0.22 -0.4632
H 2.56 3.38 0.88 0.2087
H 2.79 2.53 -0.80 0.3613
H 3.12 1.38 1.94 0.2547
H 0.59 2.80 -0.60 0.2683
H 3.80 0.99 0.36 0.3351
H 2.20 0.47 0.67 0.2458
C -1.68 0.17 1.42 -1.4842
C -1.00 -2.46 -1.85 -0.2871
C -1.12 -1.08 -2.08 -0.7155
C -1.20 -2.97 -0.61 -0.4656
C -1.47 -0.31 -1.00 -0.2261
C -1.62 -2.18 0.47 -0.3480
C -1.65 -0.82 0.31 0.7862
H -0.76 -3.06 -2.72 0.3327
H -1.21 -0.67 -3.04 0.4117
H -1.18 -4.04 -0.45 0.3541
H -1.69 0.75 -1.05 0.2816
H -1.63 -2.59 1.47 0.3386
H -0.73 0.29 1.95 0.2493
H -2.35 -0.09 2.24 0.3899
H -1.87 1.22 1.23 0.3767



73
Properties=species:S:1:pos:R:3:mulliken_charge:R:1 method="wB97M-V/def2-TZVPD" charge=+2 lumo_ev=-6.17 orbital_gap_ha=0.277 de_lowest_kj_mol=0.0 e_homo_ev=-13.7
Sn -15.33 1.62 -11.32 2.7349
C -17.86 2.96 -12.84 -0.8731
N -16.68 3.39 -12.12 0.2710
C -16.89 4.30 -10.99 -0.5578
C -16.92 3.54 -9.66 0.2306
N -16.35 2.36 -9.50 0.5685
C -16.29 2.11 -8.14 0.6069
C -16.01 0.92 -7.43 -0.6884
C -16.27 0.88 -6.06 -0.8535
C -16.82 2.00 -5.42 -0.4957
C -17.07 3.16 -6.10 -0.9802
C -16.87 3.18 -7.47 0.1705
N -17.23 4.09 -8.50 -0.0287
C -17.98 1.44 -12.82 0.0304
N -17.05 0.64 -12.34 0.3347
C -17.52 -0.67 -12.59 0.1951
C -16.98 -1.91 -12.25 -0.7815
C -17.73 -3.02 -12.57 -0.6660
C -18.96 -2.92 -13.32 -0.5921
C -19.47 -1.70 -13.66 -1.0563
C -18.75 -0.57 -13.25 0.5716
N -19.00 0.80 -13.37 -0.0688
H -18.81 3.38 -12.51 0.5248
H -17.83 3.28 -13.89 0.5144
H -15.94 3.75 -12.79 -0.4212
H -16.06 5.01 -10.90 -0.3421
H -17.82 4.88 -11.17 0.7205
H -15.62 0.10 -7.97 0.5763
H -16.06 -0.07 -5.56 0.4684
H -17.05 1.95 -4.32 0.3651
H -17.36 4.08 -5.54 0.3666
H -17.48 5.05 -8.31 0.3292
H -16.06 -2.07 -11.71 0.5191
H -17.43 -4.01 -12.24 0.4355
H -19.49 -3.84 -13.50 0.4198
H -20.37 -1.64 -14.26 0.4309
H -19.77 1.26 -13.79 0.2240
Cl -9.70 2.80 -16.04 -0.1730
C -11.07 2.56 -15.03 0.4084
C -12.23 3.32 -15.25 -0.9952
C -13.32 2.88 -14.50 1.1125
Cl -14.82 3.76 -14.69 -0.1956
C -13.27 1.76 -13.64 -1.2374
O -14.45 1.37 -13.03 -0.1349
C -12.01 1.21 -13.34 1.3022
Cl -11.62 0.02 -12.21 -0.1198
C -10.88 1.68 -14.00 -1.0872
H -12.30 4.04 -16.05 0.5108
H -9.90 1.30 -13.84 0.5301
O -11.42 -0.88 -7.43 -0.4928
C -11.04 0.34 -7.75 0.1071
O -9.92 0.74 -7.57 -0.5109
C -11.99 1.21 -8.55 0.0834
C -11.89 2.55 -8.72 0.3263
Cl -10.81 3.65 -8.15 -0.0888
N -12.93 3.01 -9.50 -0.0554
N -13.58 1.92 -9.97 0.5615
C -13.00 0.86 -9.47 -0.7422
C -13.80 -0.42 -9.78 0.9512
O -13.48 -1.52 -9.42 -0.7259
O -14.90 -0.10 -10.44 -0.4857
C -13.23 4.27 -10.00 -0.7950
C -13.48 5.35 -9.17 -0.3240
C -14.04 6.55 -9.74 -0.8435
C -14.17 6.66 -11.13 -0.7772
C -13.87 5.58 -11.91 -0.6370
C -13.44 4.36 -11.35 0.4160
H -12.17 -1.27 -7.85 0.3880
H -13.26 5.26 -8.13 0.5535
H -14.34 7.35 -9.13 0.5299
H -14.56 7.57 -11.56 0.4433
H -13.97 5.65 -13.00 0.3213
H -13.13 3.53 -11.99 0.6724